(1)
This record from the OMol25 dataset describes C9H10Cl3MnNO2 as an isolated structure at a distorted geometry. The level of theory is the ωB97M-V functional and the def2-TZVPD basis.

## Properties
Molar mass   325.48 g/mol
Frontier orbital gap (spin up / spin down)   2.44 / 3.72 eV
E   -83964.8763 eV
Strongest force on any atom   4.72 eV/Å
Highest occupied orbital energy (spin up / spin down)   0.0825 / 0.0347 hartree
Charge   -2
Multiplicity   6
<S²>   8.77

Each line ends with the natural charge from an NBO analysis.
CARTESIAN COORDINATES (ANGSTROEM)
1 Mn -0.08 0.09 0.24  1.297
2 Cl 1.64 3.87 2.47  -0.005
3 Cl -0.67 4.80 0.92  0.002
4 Cl -0.88 4.46 3.82  -0.007
5 O -1.25 1.72 2.88  -0.661
6 O -0.08 1.93 0.93  -0.802
7 N 1.63 -0.03 -0.52  -1.125
8 C -1.56 -0.94 1.58  -0.408
9 C -0.37 -2.32 0.12  -0.337
10 C -0.14 3.86 2.33  -0.184
11 C -0.57 2.34 2.07  0.712
12 C -2.30 -1.05 0.35  -0.381
13 C -0.06 0.34 -2.04  -0.980
14 C -1.57 -1.90 -0.53  -0.309
15 C -0.36 -1.76 1.45  -0.428
16 C 1.42 0.55 -1.82  -0.233
17 H -3.29 -0.63 0.18  0.195
18 H -1.88 -2.21 -1.53  0.196
19 H 0.38 -3.00 -0.28  0.203
20 H 1.65 1.63 -1.90  0.109
21 H -0.65 1.25 -2.24  0.158
22 H 2.56 0.16 -0.14  0.287
23 H -1.90 -0.48 2.51  0.234
24 H 0.33 -2.00 2.26  0.203
25 H -0.28 -0.55 -2.63  0.162
26 H 2.07 0.04 -2.57  0.101


(2)
This record from the OMol25 dataset describes one molecule with the formula C9H10ClNO2 at a distorted geometry. The level of theory is the ωB97M-V functional and the def2-TZVPD basis.

## Properties
Molar mass   199.64 g/mol
Frontier orbital gap   9.24 eV
E   -27598.3745 eV
Strongest force on any atom   4.66 eV/Å
Highest occupied orbital energy   -0.3472 hartree
Charge   0
Energy above the lowest of the compared OMol25 structures with the same formula, charge and spin   117.1 kcal per mole
SMILES string   C[C@](Cl)(Cc1ccccc1)[N+](=O)[O-]

Each line ends with the natural charge from an NBO analysis.
CARTESIAN COORDINATES (ANGSTROEM)
1 Cl 2.40 -0.64 0.36  -0.011
2 O 0.86 -3.78 -1.07  -0.369
3 O 2.57 -2.61 -1.68  -0.344
4 N 1.54 -2.76 -1.03  0.491
5 C -0.33 0.71 -0.66  -0.032
6 C 1.01 -1.65 -0.16  0.108
7 C -1.60 0.78 -0.06  -0.212
8 C -1.06 2.86 1.00  -0.197
9 C 0.11 -2.04 0.97  -0.650
10 C 0.21 -0.61 -1.22  -0.403
11 C 0.53 1.82 -0.48  -0.181
12 C 0.15 2.86 0.35  -0.214
13 C -1.94 1.80 0.80  -0.202
14 H 1.48 1.81 -0.88  0.213
15 H -2.77 1.70 1.33  0.198
16 H -0.58 -1.12 -1.52  0.207
17 H -2.40 0.02 -0.01  0.213
18 H -1.40 3.58 1.74  0.214
19 H 0.89 -0.18 -2.01  0.242
20 H 0.61 -2.38 1.76  0.232
21 H 0.78 3.66 0.63  0.214
22 H -0.46 -1.26 1.35  0.242
23 H -0.62 -2.60 0.49  0.243


(3)
This record from the OMol25 dataset describes a 2-piece molecular cluster, C9H10ClNO3S overall at a distorted geometry. The level of theory is the ωB97M-V functional and the def2-TZVPD basis.

## Properties
Molar mass   247.70 g/mol
Frontier orbital gap   7.75 eV
E   -40480.0794 eV
Strongest force on any atom   6.52 eV/Å
Highest occupied orbital energy   -0.3014 hartree
Charge   0
Energy above the lowest of the compared OMol25 structures with the same formula, charge and spin   7.6 kcal per mole
SMILES string   C=C(C)[N+](=O)[O-].OSc1ccc(Cl)cc1

Each line ends with the natural charge from an NBO analysis.
CARTESIAN COORDINATES (ANGSTROEM)
1 Cl 0.35 -0.89 -3.68  0.020
2 S 2.82 1.36 1.57  0.537
3 O -1.18 -2.96 -1.56  -0.368
4 O 0.28 -2.70 -0.01  -0.383
5 O 1.97 2.77 1.81  -0.830
6 N -0.79 -2.43 -0.54  0.501
7 C 2.03 -0.92 -1.64  -0.176
8 C 2.57 -0.40 -0.47  -0.202
9 C -1.03 -0.91 1.32  -0.677
10 C -2.70 -0.93 -0.56  -0.301
11 C -1.58 -1.36 0.05  0.081
12 C 0.84 1.34 -0.44  -0.222
13 C 1.99 0.75 0.11  -0.213
14 C 0.98 -0.19 -2.26  -0.056
15 C 0.36 0.88 -1.68  -0.229
16 H -1.68 -0.15 1.96  0.223
17 H -0.86 -1.72 1.92  0.243
18 H 2.72 3.39 1.80  0.489
19 H 3.32 -0.85 0.01  0.207
20 H -3.17 -0.11 -0.26  0.195
21 H -0.06 -0.52 1.47  0.258
22 H 0.36 2.22 0.07  0.241
23 H -0.44 1.29 -2.12  0.220
24 H 2.38 -1.74 -2.04  0.214
25 H -3.09 -1.35 -1.46  0.228